<A>
22
Properties=species:S:1:pos:R:3 method="wB97M-V/def2-TZVPD" mol_weight_da=105.181 lumo_ev=0.8 smiles=CCN(C)CC.O orbital_gap_ev=8.55
C -0.26 -0.52 -1.88
C -0.67 -1.38 -0.65
N 0.17 -1.32 0.53
C 1.57 -1.11 0.24
C -0.28 -0.63 1.73
C -0.77 0.83 1.48
H -0.02 0.49 -1.58
H 0.56 -1.00 -2.42
H -1.08 -0.66 -2.59
H -0.70 -2.42 -1.02
H -1.66 -1.03 -0.39
H 2.17 -1.33 1.13
H 1.91 -0.12 -0.08
H 1.95 -1.79 -0.53
H 0.49 -0.83 2.47
H -1.15 -1.19 2.09
H -1.30 1.06 2.41
H -1.54 0.80 0.72
H 0.06 1.43 1.12
O -0.16 3.40 -0.93
H 0.21 3.90 -1.63
H 0.50 3.41 -0.21


<B>
22
Properties=species:S:1:pos:R:3 method="wB97M-V/def2-TZVPD" mol_weight_da=105.181 lumo_ev=0.7 smiles=CCN(C)CC.O orbital_gap_ev=8.56
C -1.16 -0.60 -0.35
C -0.62 0.07 1.02
N 0.75 -0.38 1.34
C 1.33 0.59 2.27
C 1.54 -1.63 1.37
C 1.09 -2.63 0.26
H -0.28 -0.47 -0.97
H -1.43 -1.62 -0.06
H -1.98 0.04 -0.63
H -1.35 -0.19 1.80
H -0.68 1.14 0.84
H 1.05 0.41 3.33
H 1.12 1.59 1.82
H 2.41 0.50 2.25
H 1.33 -2.11 2.35
H 2.65 -1.53 1.35
H 0.19 -3.19 0.46
H 2.06 -3.09 0.04
H 0.88 -2.13 -0.66
O -2.52 3.96 -4.91
H -1.67 3.95 -4.45
H -2.58 3.02 -5.14


<C>
22
Properties=species:S:1:pos:R:3 method="wB97M-V/def2-TZVPD" mol_weight_da=105.181 lumo_ev=0.9 smiles=CCNC(C)C.O orbital_gap_ev=9.51
C -1.76 -0.08 -1.05
C -2.03 0.80 0.15
N -1.08 0.69 1.26
C 0.33 0.86 0.87
C 0.58 2.23 0.22
C 1.22 0.59 2.07
H -2.56 -0.30 -1.74
H -0.94 0.34 -1.64
H -1.45 -1.06 -0.69
H -3.03 0.56 0.54
H -2.21 1.85 -0.13
H -1.44 1.31 1.93
H 0.44 0.10 0.10
H 1.60 2.32 -0.17
H 0.29 3.04 0.88
H -0.07 2.30 -0.65
H 2.24 0.90 1.84
H 1.25 -0.45 2.36
H 0.84 1.20 2.89
O 2.32 -5.97 -3.20
H 3.17 -5.64 -3.52
H 2.30 -5.58 -2.32


<D>
22
Properties=species:S:1:pos:R:3 method="wB97M-V/def2-TZVPD" mol_weight_da=105.181 lumo_ev=0.8 smiles=CNCC(C)C.O orbital_gap_ev=9.36
C -1.76 0.52 -0.99
N -0.35 0.35 -1.33
C 0.59 0.13 -0.26
C 0.75 -1.29 0.32
C -0.46 -1.57 1.23
C 1.96 -1.19 1.28
H -1.91 1.27 -0.20
H -2.29 0.83 -1.87
H -2.15 -0.44 -0.66
H -0.03 1.08 -1.95
H 1.54 0.41 -0.70
H 0.56 0.84 0.58
H 0.77 -2.01 -0.49
H -0.39 -2.50 1.79
H -0.68 -0.74 1.89
H -1.37 -1.73 0.64
H 1.66 -0.82 2.26
H 2.33 -2.19 1.49
H 2.74 -0.61 0.79
O -0.66 3.29 -1.63
H 0.27 3.31 -1.36
H -1.12 3.05 -0.82


Of them, the most stable is <C> and the least stable is <B>.


<A>
6
Properties=species:S:1:pos:R:3 method="wB97M-V/def2-TZVPD" total_charge=-1 mol_weight_da=83.157 lumo_ev=3.7 orbital_gap_ev=6.18
O -2.53 0.90 -0.06
H -2.12 0.08 0.23
S 0.89 -1.17 0.54
S 0.62 0.57 -0.51
H -1.83 1.17 -0.68
H 1.34 1.59 0.07


<B>
6
Properties=species:S:1:pos:R:3 method="wB97M-V/def2-TZVPD" total_charge=-1 mol_weight_da=83.157 lumo_ev=3.4 orbital_gap_ev=5.36
O -0.45 -2.49 1.50
H -0.26 -1.53 1.45
S 1.94 2.54 -0.83
S 0.35 1.56 -1.65
H -1.30 -2.52 1.97
H -0.28 2.44 -2.44


Of them, the most stable is <A> and the least stable is <B>.


<A>
12
Properties=species:S:1:pos:R:3 method="wB97M-V/def2-TZVPD" mol_weight_da=135.004 lumo_ev="-2.0 / -2.0" orbital_gap_ev="6.29 / 6.29"
C -0.44 -0.58 0.25
C 0.01 0.60 0.03
C 0.13 -1.91 0.17
C 0.24 2.00 -0.20
Br 3.19 0.07 -0.18
H -1.54 -0.71 0.53
H -0.17 -2.26 -0.84
H 1.18 -1.63 -0.05
H -0.15 -2.59 1.02
H -0.47 2.54 0.40
H 1.22 2.37 0.10
H 0.21 2.20 -1.24


<B>
12
Properties=species:S:1:pos:R:3 method="wB97M-V/def2-TZVPD" mol_weight_da=135.004 lumo_ev=1.1 smiles=C[C@@H]1C[C@H]1Br orbital_gap_ev=10.75
C 1.39 0.51 0.29
C 0.29 -0.42 -0.07
C -0.91 0.08 -0.90
C -1.04 -0.21 0.57
Br -2.15 -1.69 1.01
H 1.06 1.47 0.63
H 2.04 0.47 -0.54
H 2.10 0.10 1.03
H 0.78 -1.34 -0.35
H -1.17 1.08 -1.35
H -1.34 -0.74 -1.43
H -1.06 0.69 1.12


<C>
12
Properties=species:S:1:pos:R:3 method="wB97M-V/def2-TZVPD" mol_weight_da=135.004 lumo_ev=0.8 smiles="C=C=CC.Br" orbital_gap_ev=10.09
C 0.04 -1.64 -1.05
C 0.32 -0.51 -0.54
C 0.91 0.65 -0.28
C 0.38 1.88 0.59
H -0.46 -1.79 -1.95
H 0.22 -2.59 -0.49
H 1.91 0.67 -0.55
H -0.15 1.60 1.55
H 1.14 2.51 0.68
H -0.39 2.18 -0.17
Br -3.09 -0.92 0.02
H -2.43 -2.06 0.45


Of them, the most stable is <B> and the least stable is <A>.


<A>
8
Properties=species:S:1:pos:R:3 method="wB97M-V/def2-TZVPD" mol_weight_da=34.058 lumo_ev=0.9 smiles=C.O orbital_gap_ev=12.44
C -1.26 0.38 0.29
H -2.15 0.94 0.60
H -1.68 -0.45 -0.29
H -0.74 -0.02 1.15
H -0.73 1.05 -0.38
O 2.35 -0.97 -0.49
H 2.46 -0.21 -1.07
H 1.75 -0.70 0.20


<B>
8
Properties=species:S:1:pos:R:3 method="wB97M-V/def2-TZVPD" mol_weight_da=34.058 lumo_ev=1.1 smiles=C.O orbital_gap_ev=12.65
C 3.31 0.07 2.26
H 4.12 0.11 2.99
H 2.86 1.06 2.21
H 2.66 -0.71 2.66
H 3.73 -0.24 1.30
O -3.33 -0.04 -2.13
H -2.73 -0.73 -2.49
H -3.80 0.45 -2.81


Of them, the most stable is <A> and the least stable is <B>.


<A>
11
Properties=species:S:1:pos:R:3 method="wB97M-V/def2-TZVPD" mol_weight_da=119.214 lumo_ev=-0.7 orbital_gap_ev=8.19
C -0.69 -0.79 1.15
C -0.89 0.30 0.06
S -2.24 0.52 -0.79
C 0.24 1.20 -0.28
N 1.25 0.95 -0.98
S 1.40 -0.69 -1.48
H -1.41 -0.59 1.93
H -0.93 -1.74 0.64
H 0.36 -0.77 1.43
H 0.26 2.24 0.09
H 2.66 -0.63 -1.77


<B>
11
Properties=species:S:1:pos:R:3 method="wB97M-V/def2-TZVPD" mol_weight_da=119.214 lumo_ev=0.3 smiles="C1=NSCSC1" orbital_gap_ev=8.91
C -0.23 1.18 0.36
N -1.51 0.76 0.27
S -1.71 -0.81 -0.52
C -0.26 -1.49 0.47
S 1.44 -0.88 -0.09
C 0.95 0.77 -0.75
H -0.07 2.07 0.84
H -0.46 -1.23 1.60
H -0.48 -2.51 0.02
H 0.66 0.69 -1.79
H 1.66 1.46 -0.40


Of them, the most stable is <A> and the least stable is <B>.